(1)
A 11-piece molecular cluster, C35H59ClF13NO19P2 overall in a non-equilibrium geometry. Source: OMol25; level of theory: the ωB97M-V functional and the def2-TZVPD basis.

Structure (XYZ):
```
130
Properties=species:S:1:pos:R:3
C -15.9108 -4.9823 -5.4648
C -15.2995 -6.0080 -4.5105
C -13.7929 -6.1423 -4.5118
N -13.3486 -7.2961 -3.6616
C -14.2433 -7.4998 -2.4468
C -11.9439 -7.1450 -3.1985
C -11.1449 -8.3689 -3.6808
C -12.2334 -9.4149 -3.8191
C -13.3921 -8.6579 -4.4374
H -15.8601 -5.1826 -6.5341
H -15.5167 -3.9721 -5.2988
H -16.9622 -4.9178 -5.1759
H -15.7092 -6.9605 -4.8560
H -15.6970 -5.7730 -3.5299
H -13.2707 -5.2248 -4.2420
H -13.5141 -6.3583 -5.5448
H -14.1250 -6.5709 -1.8843
H -13.7703 -8.3261 -1.9265
H -15.2691 -7.6442 -2.7529
H -11.8621 -7.0220 -2.1233
H -11.4452 -6.3050 -3.6792
H -10.3839 -8.5992 -2.9388
H -10.6667 -8.1441 -4.6249
H -12.4843 -9.8929 -2.8660
H -11.8769 -10.2660 -4.4046
H -14.3960 -9.0221 -4.2389
H -13.2576 -8.2894 -5.4497
P -18.3930 -8.2959 -3.0900
F -17.7380 -8.3450 -1.6176
F -19.1026 -9.7380 -2.7323
F -19.7414 -7.5900 -2.5806
F -18.9917 -8.3493 -4.6024
F -17.7407 -6.8382 -3.3372
F -17.1121 -9.1220 -3.6740
P -9.6350 -6.8409 -7.1047
F -8.2195 -7.1763 -7.7683
F -9.0467 -6.5540 -5.6044
F -9.4274 -5.2869 -7.4913
F -11.0864 -6.4861 -6.3831
F -10.4261 -7.1084 -8.4774
F -9.8060 -8.4153 -6.6977
Cl -12.6019 -3.5540 -1.3417
O -11.8119 -4.5582 -0.6674
O -11.9468 -3.2400 -2.5924
O -13.9398 -4.0654 -1.5754
O -12.6809 -2.3487 -0.5431
C -10.2396 -11.1443 -0.8235
O -11.2591 -10.7536 0.0967
C -11.6635 -9.5035 0.0262
O -11.0707 -8.6030 -0.4924
O -12.8232 -9.3608 0.6226
C -13.2483 -8.0525 1.0087
H -10.0791 -12.2091 -0.7178
H -9.3290 -10.5629 -0.7145
H -10.6299 -10.9456 -1.8233
H -13.1423 -7.2575 0.2747
H -12.5952 -7.7817 1.8482
H -14.2413 -8.1607 1.4279
C -13.6486 -8.8486 -9.6612
O -14.8863 -9.4557 -9.2938
C -15.4601 -8.9895 -8.1907
O -15.0133 -8.1973 -7.4260
O -16.5737 -9.6918 -8.0410
C -17.6016 -9.1959 -7.1783
H -13.6511 -8.8001 -10.7473
H -12.8103 -9.4267 -9.2836
H -13.5973 -7.8365 -9.2896
H -17.1714 -8.9286 -6.2071
H -18.1640 -10.0665 -6.8470
H -18.1982 -8.3508 -7.5051
C -17.0460 -2.4770 -8.2598
O -15.6357 -2.4376 -8.2109
C -14.9998 -3.5650 -8.5195
O -15.4092 -4.5116 -9.1183
O -13.7817 -3.4020 -8.0347
C -12.9043 -4.4978 -8.1008
H -17.4389 -3.4231 -7.8824
H -17.5025 -2.4035 -9.2550
H -17.3973 -1.6347 -7.6716
H -13.3342 -5.4480 -7.7955
H -11.9756 -4.2789 -7.5867
H -12.6060 -4.6874 -9.1404
C -6.3700 -8.9724 -5.8260
O -6.1592 -8.4135 -4.5371
C -6.8183 -8.8377 -3.4769
O -7.4316 -9.8729 -3.4392
O -6.7660 -7.9379 -2.5057
C -7.8471 -7.8933 -1.5809
H -6.3477 -10.0632 -5.8443
H -5.6346 -8.4895 -6.4582
H -7.3649 -8.7136 -6.1835
H -8.7679 -7.5033 -2.0154
H -7.5379 -7.2836 -0.7389
H -8.0923 -8.8953 -1.2197
C -19.4093 -2.6155 -1.0903
O -18.4121 -3.5867 -0.8730
C -18.8528 -4.8484 -0.7225
O -20.0049 -5.1728 -0.7312
O -17.8545 -5.6918 -0.5606
C -16.5339 -5.2445 -0.3822
H -18.9409 -1.6388 -0.9902
H -20.1429 -2.6611 -0.2814
H -19.9019 -2.7379 -2.0511
H -15.9342 -6.0946 -0.0563
H -16.3215 -4.4033 0.2769
H -16.0697 -4.9794 -1.3380
F -11.4268 -14.5913 -7.3880
C -11.7740 -13.2935 -7.2503
C -12.9863 -12.9692 -6.6822
C -13.2988 -11.6162 -6.6047
C -12.3935 -10.6596 -7.0290
C -11.1969 -11.0050 -7.6518
C -10.8665 -12.3517 -7.7052
H -13.6016 -13.7884 -6.3331
H -14.2783 -11.2548 -6.3116
H -12.6884 -9.6180 -7.0045
H -10.5034 -10.2624 -8.0167
H -9.9578 -12.7137 -8.1704
C -19.5397 -2.0325 -4.3548
C -20.1489 -1.1100 -5.1974
C -20.5230 -1.5318 -6.4625
C -20.2729 -2.7986 -6.9717
C -19.7023 -3.6962 -6.0645
C -19.3199 -3.3323 -4.7877
H -19.2904 -1.6807 -3.3607
H -20.4018 -0.1225 -4.8396
H -20.9380 -0.8264 -7.1827
H -20.5068 -3.1202 -7.9743
H -19.3737 -4.6757 -6.4030
H -18.8205 -4.0330 -4.1310
```

As for the charge: -2. The value obtained for the frontier orbital gap is 8.9 eV.

***

(2)
H10Na5O9S as an isolated structure in a non-equilibrium geometry. Source: OMol25; level of theory: the ωB97M-V functional and the def2-TZVPD basis.

Structure (XYZ):
```
25
Properties=species:S:1:pos:R:3
Na -0.1988 -7.2138 -4.2331
Na -0.4720 -10.7555 -7.8319
Na 2.4373 -8.8972 -9.0062
Na 1.2135 -4.4937 -6.8131
Na -0.0551 -5.3557 -10.3869
S 0.2035 -7.1903 -7.9845
O -1.0255 -6.5088 -8.4179
O 0.1320 -8.6188 -8.3353
O 1.3069 -6.6215 -8.7290
O 0.5624 -6.9926 -6.5915
O 3.7308 -6.2272 -9.6691
H 2.8876 -6.1714 -9.2233
H 3.6792 -5.5718 -10.3757
O -1.9413 -9.7738 -9.6583
H -1.2297 -9.2268 -9.2942
H -1.6635 -9.9745 -10.5632
O 3.7995 -7.3839 -6.0895
H 4.3470 -6.5933 -6.1932
H 2.8935 -7.0692 -6.1893
O -3.5081 -7.2695 -9.0121
H -3.4176 -8.2241 -9.1010
H -2.6198 -6.9374 -8.7720
O -2.4510 -7.0922 -5.7422
H -2.6146 -7.7726 -6.4053
H -2.8182 -6.2909 -6.1362
```

As for the charge: +3. The energy relative to the best compared isomer or geometry (same formula, charge and spin) comes out at 0.000 eV. The value obtained for the frontier orbital gap is 8.2 eV.

***

(3)
A 2-piece molecular cluster, C4H9NO3 overall in a non-equilibrium geometry. Source: OMol25; level of theory: the ωB97M-V functional and the def2-TZVPD basis.

Structure (XYZ):
```
17
Properties=species:S:1:pos:R:3
C -1.4950 -1.4374 0.4583
C -0.6118 2.0774 -0.2401
C -0.4303 0.5749 -0.2273
O -1.5156 -0.0173 0.3863
O -0.0809 0.0600 -1.4299
H -1.5130 -1.8969 -0.5330
H -2.3921 -1.7195 1.0041
H -0.6120 -1.7793 1.0104
H -0.8591 2.4390 0.7542
H -1.4333 2.3154 -0.9140
H 0.2944 2.5506 -0.6088
N 2.0766 -1.0289 -0.4015
C 2.0613 -0.4041 0.6696
O 2.3809 -0.2039 1.7846
H 0.6739 -0.6446 -1.2545
H 2.8978 -1.2283 -0.9437
H 0.5584 0.3427 0.4854
```

As for the charge: 0. The energy relative to the best compared isomer or geometry (same formula, charge and spin) comes out at 2.614 eV. The value obtained for the frontier orbital gap is 10.3 eV.

***

(4)
A 8-piece molecular cluster, C40H40N8 overall. Source: OMol25; level of theory: the ωB97M-V functional and the def2-TZVPD basis.

Structure (XYZ):
```
88
Properties=species:S:1:pos:R:3
N 7.1882 -3.8544 -24.5654
C 7.2365 -2.5319 -24.4529
C 8.2826 -1.7489 -24.9217
C 9.3137 -2.3771 -25.5959
C 9.2518 -3.7515 -25.7753
C 8.1793 -4.4408 -25.2316
H 6.3826 -2.0531 -23.9835
H 8.2566 -0.6805 -24.7556
H 10.1653 -1.8533 -26.0125
H 10.0266 -4.2552 -26.3378
H 8.0973 -5.5174 -25.3397
N 4.9806 -10.2779 -28.6819
C 4.1192 -11.1116 -28.1002
C 4.0506 -11.2900 -26.7291
C 4.9113 -10.5737 -25.9088
C 5.7551 -9.6509 -26.4964
C 5.7813 -9.5868 -27.8815
H 3.4734 -11.6593 -28.7775
H 3.3516 -12.0042 -26.3126
H 4.8708 -10.7291 -24.8377
H 6.4055 -9.0244 -25.9045
H 6.4883 -8.9195 -28.3648
N 15.0186 -9.6925 -24.4455
C 14.2202 -8.6759 -24.1415
C 12.8999 -8.5820 -24.5627
C 12.3752 -9.6248 -25.3046
C 13.1973 -10.6910 -25.6389
C 14.5050 -10.6684 -25.1857
H 14.6543 -7.8742 -23.5526
H 12.3150 -7.6985 -24.3434
H 11.3550 -9.5923 -25.6672
H 12.8122 -11.5258 -26.2079
H 15.1691 -11.4945 -25.4222
N 10.6878 -5.1684 -20.9208
C 11.7449 -4.3644 -20.8700
C 11.6693 -2.9944 -21.0889
C 10.4488 -2.4319 -21.4168
C 9.3543 -3.2686 -21.5346
C 9.5228 -4.6138 -21.2419
H 12.7058 -4.8300 -20.6784
H 12.5635 -2.3924 -20.9927
H 10.3726 -1.3633 -21.5742
H 8.3572 -2.9337 -21.7853
H 8.6701 -5.2848 -21.2638
N 5.4029 -11.5243 -19.2725
C 6.5647 -10.9660 -19.6125
C 7.5777 -10.7053 -18.7096
C 7.3556 -10.9742 -17.3649
C 6.1656 -11.5782 -17.0012
C 5.2297 -11.8418 -17.9941
H 6.6900 -10.7570 -20.6666
H 8.5227 -10.3163 -19.0654
H 8.1298 -10.7036 -16.6581
H 5.9932 -11.8459 -15.9671
H 4.2743 -12.3015 -17.7626
N 8.4764 -9.3552 -22.0344
C 8.2909 -10.3637 -22.8826
C 8.3932 -10.2288 -24.2577
C 8.8016 -9.0094 -24.7787
C 9.0555 -7.9742 -23.8998
C 8.8322 -8.1835 -22.5467
H 8.0210 -11.3303 -22.4702
H 8.1982 -11.0504 -24.9355
H 8.9859 -8.9367 -25.8463
H 9.4555 -7.0346 -24.2597
H 9.0137 -7.4000 -21.8195
N 9.1286 -8.1415 -28.3103
C 8.6441 -6.9126 -28.1371
C 9.0154 -5.8205 -28.9004
C 9.9392 -6.0227 -29.9142
C 10.4786 -7.2907 -30.0894
C 10.0441 -8.3062 -29.2589
H 7.8894 -6.8252 -27.3597
H 8.6016 -4.8355 -28.7350
H 10.2577 -5.1855 -30.5225
H 11.2369 -7.4824 -30.8357
H 10.4187 -9.3182 -29.3688
N 9.1901 -14.6509 -20.8302
C 9.3056 -14.8390 -22.1410
C 9.9419 -13.9521 -22.9878
C 10.4972 -12.7999 -22.4469
C 10.3192 -12.5543 -21.0966
C 9.6863 -13.5260 -20.3277
H 8.8839 -15.7607 -22.5283
H 10.0501 -14.1448 -24.0471
H 11.0322 -12.0854 -23.0611
H 10.6713 -11.6539 -20.6104
H 9.6084 -13.3757 -19.2558
```

As for the charge: 0. The energy relative to the best compared isomer or geometry (same formula, charge and spin) comes out at 0.128 eV. The value obtained for the frontier orbital gap is 9.7 eV.